Computed, not measured: a 3-piece molecular cluster, CH6NO4 overall at a distorted geometry, with wB97M-V/def2-TZVPD.

Output
Kohn-Sham gap in eV: 8.649
E_LUMO in eV: 4.05
Total charge: -1
Energy relative to the best compared isomer or geometry (same formula, charge and spin) in eV: 0.631

Bonds (Å) are listed after each position.
Element x y z (Å)
1 H 1.74862 -0.68102 2.11628  O7 0.956
2 H 0.18671 -0.75519 1.96682  O7 0.961
3 O -1.11719 0.85642 -0.86240  C5 1.259
4 H 1.68930 0.65472 -2.13756  N10 1.015
5 C -0.04846 0.26834 -1.17558  O3 1.259, O9 1.255, N10 1.425
6 O -2.15195 -0.77576 0.89779  H8 0.974, H11 1.005
7 O 0.91580 -0.65780 2.58485  H1 0.956, H2 0.961
8 H -1.30141 -1.12483 0.57671  O6 0.974
9 O 0.18520 -0.94968 -0.98130  C5 1.255
10 N 0.89391 1.16157 -1.76381  H4 1.015, C5 1.425, H12 1.000
11 H -2.16576 -0.05679 0.19562  O6 1.005
12 H 1.16524 2.06003 -1.41742  N10 1.000